Formula: C50H46GePPdSbSe2
Source: the Open Molecules 2025 dataset
Level of theory: the ωB97M-V functional and the def2-TZVPD basis

Summary:
- relative energy (zero: lowest compared OMol25 entry of this formula, charge and spin) (kcal/mol) = 50.1
- DFT total energy (Eh) = -9522.23135
- LUMO level (spin up / spin down) (eV) = 2.5 / 2.4
- expectation value of S² = 0.756
- highest occupied orbital energy (spin up / spin down) (eV) = -3.237 / -4.290
- F_max (hartree/bohr) = 0.0620
- total charge = -1
- HOMO-LUMO gap (spin up / spin down) (eV) = 5.715 / 6.644
- multiplicity = 2

Positions of all 102 atoms, in Å:
Pd: -0.278 0.935 0.825
Se: 1.388 1.651 2.728
P: 1.422 3.260 1.222
Se: -0.402 3.413 0.037
C: 1.677 4.821 2.123
C: 0.600 5.649 2.521
C: 0.771 6.735 3.357
C: 1.991 6.976 3.899
C: 3.056 6.065 3.632
C: 2.948 5.036 2.678
C: 2.908 3.113 0.150
C: 3.386 1.838 -0.133
C: 4.363 1.687 -1.129
C: 4.907 2.768 -1.824
C: 4.296 4.028 -1.617
C: 3.302 4.153 -0.675
H: -0.337 5.491 1.952
H: -0.043 7.449 3.542
H: 2.200 7.701 4.713
H: 3.966 6.210 4.230
H: 3.752 4.346 2.468
H: 3.153 0.946 0.482
H: 4.807 0.698 -1.368
H: 5.791 2.650 -2.460
H: 4.742 4.855 -2.061
H: 2.945 5.152 -0.428
C: -3.191 1.534 -1.220
Ge: -2.656 0.534 0.459
C: -3.868 1.267 1.829
C: -3.386 1.879 2.951
C: -4.247 2.346 4.025
C: -5.593 2.226 3.890
C: -6.094 1.542 2.723
C: -5.278 1.109 1.719
C: -3.238 -1.364 0.409
C: -3.861 -1.858 -0.716
C: -4.084 -3.282 -0.949
C: -3.772 -4.187 0.048
C: -3.252 -3.710 1.238
C: -2.967 -4.611 2.339
C: -2.339 -4.189 3.476
C: -2.103 -2.823 3.699
C: -2.425 -1.955 2.702
C: -3.004 -2.315 1.464
H: -4.199 1.297 -1.664
H: -2.402 1.389 -2.010
H: -3.288 2.539 -0.911
H: -2.304 1.964 3.115
H: -3.726 2.814 4.932
H: -6.250 2.463 4.672
H: -7.180 1.405 2.630
H: -5.811 0.572 0.947
H: -4.015 -1.223 -1.593
H: -4.553 -3.686 -1.880
H: -3.820 -5.264 -0.119
H: -3.062 -5.633 2.103
H: -2.106 -4.877 4.224
H: -1.587 -2.477 4.554
H: -2.108 -0.909 2.759
C: 0.741 -2.938 1.619
C: 0.291 -3.646 0.392
C: -0.006 -4.998 0.319
C: -0.343 -5.661 -0.858
C: -0.299 -4.970 -2.008
C: 0.006 -3.598 -2.035
C: 0.252 -2.929 -0.827
Sb: 0.739 -0.812 -0.821
C: -0.112 -0.274 -2.726
C: -1.277 -0.928 -3.059
C: -2.021 -0.518 -4.105
C: -1.600 0.479 -5.017
C: -0.412 1.074 -4.715
C: 0.374 0.689 -3.592
C: 1.703 1.422 -3.331
C: 2.833 -1.368 -1.110
C: 3.469 -1.369 0.106
C: 4.727 -1.915 0.267
C: 5.366 -2.373 -0.860
C: 4.785 -2.393 -2.105
C: 3.515 -1.914 -2.231
C: 2.784 -2.125 -3.525
H: 0.784 -3.549 2.523
H: 0.290 -1.982 1.758
H: 1.788 -2.771 1.413
H: -0.050 -5.503 1.308
H: -0.552 -6.694 -0.822
H: -0.663 -5.387 -2.907
H: 0.119 -3.097 -2.989
H: -1.610 -1.771 -2.464
H: -2.982 -0.955 -4.241
H: -2.223 0.736 -5.829
H: -0.008 1.870 -5.395
H: 2.221 1.779 -4.285
H: 2.442 0.797 -2.745
H: 1.609 2.258 -2.641
H: 2.983 -0.920 0.925
H: 5.262 -1.722 1.204
H: 6.413 -2.645 -0.753
H: 5.336 -2.734 -3.017
H: 1.784 -1.760 -3.491
H: 2.631 -3.278 -3.631
H: 3.364 -1.745 -4.408

Cartesian forces (eV/Å) of the 2 atoms listed first:
-0.2 -0.6 0.1
0.3 0.5 -0.4